(1)
122
Properties=species:S:1:pos:R:3:forces:R:3:lowdin_charge:R:1 method="wB97M-V/def2-TZVPD" molar_mass_g_mol=1236.37 homo_energy_ev=-4.592 energy_ha=-6293.43708 orbital_gap_ev=5.8 total_charge=-1 max_force_ev_per_a=5.9
O 0.647550 -3.536472 4.060033 1.0 -1.2 -0.5 -0.395
Ga 1.958094 -2.165491 4.455180 0.2 -1.0 -0.3 0.354
C 3.302547 -2.200609 2.886720 1.2 0.0 -0.9 -0.276
C 4.523512 -1.111527 2.985454 1.0 0.3 -1.2 -0.381
C 4.054753 0.423624 3.336185 -1.5 -1.9 -0.2 -0.622
I 5.420762 1.862194 2.324886 -0.6 -0.5 0.7 0.589
C 0.894475 -0.406256 4.665469 -0.4 0.9 -2.5 -0.254
O 0.341050 -0.267586 6.022094 3.0 3.9 3.3 -0.131
C 1.154772 0.615583 6.872175 -1.6 -1.6 0.2 -0.250
F 1.134191 2.059302 6.429551 0.5 -4.2 1.4 -0.019
F 0.477490 0.626017 8.221420 2.6 0.1 -4.3 -0.004
F 2.572792 0.162870 7.032398 -4.8 2.1 -0.5 0.013
H 1.119000 -4.386062 3.788963 -0.9 1.9 0.6 -0.028
H 2.609739 -2.629576 5.874481 0.0 0.3 -0.2 -0.046
H 2.807616 -2.087001 1.816311 1.0 -0.2 2.4 0.050
H 3.818710 -3.277138 2.890210 -1.1 2.2 0.0 0.074
H 5.394273 -1.454069 3.702532 -1.9 0.7 -1.1 0.109
H 5.010809 -1.062730 1.897044 -1.1 0.1 3.2 0.036
H 3.008501 0.579445 2.783595 2.3 -0.1 1.4 0.051
H 3.990232 0.614595 4.490065 0.1 0.0 -2.4 0.058
H -0.043338 -0.459421 3.928654 1.7 0.3 1.7 0.092
H 1.470298 0.570871 4.374318 -1.1 -1.7 0.6 0.047
C -0.582060 5.182370 6.211832 0.4 0.0 1.3 -0.126
C -1.189787 3.936318 5.654146 0.3 -1.2 0.6 -0.134
O -1.983250 4.412181 4.583592 0.0 1.2 -0.7 0.046
C -1.456348 5.612342 4.201956 -0.5 1.1 -1.4 -0.532
O -1.787184 6.221967 3.198667 0.6 -1.2 1.9 0.109
O -0.510776 6.040398 5.088597 -0.7 -0.1 -1.2 0.067
H 0.412890 5.008936 6.630919 -0.1 0.1 -0.2 0.139
H -1.213116 5.650351 6.974621 0.0 0.0 -0.1 0.126
H -0.438033 3.245758 5.257548 -0.2 0.1 0.1 0.116
H -1.804894 3.408723 6.388275 0.0 0.1 -0.3 0.145
C 3.330591 -2.267474 -2.573012 -0.1 -0.2 -0.7 -0.155
C 2.262948 -1.828377 -1.624158 -1.2 0.2 -0.2 -0.120
O 2.902274 -1.890782 -0.363411 1.3 0.1 -0.2 0.055
C 4.243722 -1.783513 -0.592903 1.4 0.3 1.9 -0.472
O 5.081693 -1.630139 0.280004 -1.6 -0.7 -3.2 0.096
O 4.524642 -1.869233 -1.926022 0.1 0.3 1.1 0.057
H 3.241233 -1.787567 -3.551451 0.3 -0.1 0.4 0.112
H 3.347923 -3.353825 -2.709490 0.1 0.3 0.0 0.133
H 1.939687 -0.798014 -1.806236 0.1 -0.1 0.1 0.115
H 1.388741 -2.484746 -1.648731 0.3 0.2 0.3 0.128
C 0.208217 -8.217230 3.675349 -0.9 0.0 -0.6 -0.144
C 0.597384 -8.886517 4.953472 -0.5 -0.6 0.7 -0.149
O 1.990483 -8.651755 5.032700 0.3 0.5 -0.4 0.057
C 2.249363 -7.542046 4.280914 2.5 1.7 -0.1 -0.511
O 3.319552 -6.957218 4.262048 -2.6 -1.5 0.0 0.143
O 1.154617 -7.171948 3.554257 0.7 -0.2 0.5 0.062
H -0.808989 -7.817366 3.707599 0.3 0.1 -0.1 0.138
H 0.302468 -8.881394 2.809853 0.0 0.0 0.1 0.132
H 0.112540 -8.435879 5.825910 0.0 0.0 -0.1 0.137
H 0.384681 -9.959041 4.943116 0.2 0.1 0.1 0.131
C 1.256831 3.886770 1.327623 0.3 0.9 0.6 -0.129
C -0.084031 3.233425 1.418287 -0.9 0.4 0.9 -0.131
O -0.129929 2.422527 0.259644 0.9 -0.4 -0.8 0.065
C 1.162695 2.172836 -0.101512 0.8 -1.1 -0.9 -0.487
O 1.496029 1.368713 -0.955888 -0.5 1.6 1.6 0.107
O 2.033036 2.939315 0.618551 -0.6 -1.0 -0.9 0.045
H 1.690823 4.085049 2.311480 0.1 -0.1 -0.2 0.141
H 1.229454 4.820249 0.755826 0.0 -0.1 0.0 0.138
H -0.178408 2.593441 2.301922 0.0 0.0 -0.1 0.136
H -0.901671 3.959457 1.416314 0.1 -0.2 -0.1 0.134
C -0.423477 -3.989454 -3.655643 -1.3 0.1 0.9 -0.141
C -0.481581 -4.593094 -5.021380 -1.0 -0.5 -0.4 -0.127
O 0.617908 -4.000408 -5.686183 1.1 0.5 0.6 0.074
C 1.502724 -3.612436 -4.721696 1.6 0.5 -0.6 -0.490
O 2.635669 -3.219314 -4.944351 -2.5 -1.1 -0.2 0.097
O 0.954798 -3.722744 -3.476272 1.1 -0.1 -1.2 0.037
H -0.790171 -4.670984 -2.883186 0.2 0.2 -0.1 0.141
H -0.977212 -3.046966 -3.591014 0.1 -0.3 -0.1 0.104
H -0.341395 -5.679082 -5.004825 0.1 0.0 0.0 0.137
H -1.417296 -4.363356 -5.538408 0.3 0.1 0.0 0.120
C -0.210018 1.776146 -4.494997 0.5 1.1 -0.3 -0.124
C -0.736111 1.612044 -3.106008 0.5 0.8 1.0 -0.128
O -1.699105 0.584306 -3.242069 -0.2 -1.0 -1.2 0.075
C -1.358910 -0.133951 -4.352039 -0.8 -1.4 -0.2 -0.503
O -1.872482 -1.193278 -4.671026 1.0 2.0 0.5 0.116
O -0.368888 0.487183 -5.057389 -0.8 -1.0 0.3 0.064
H 0.840700 2.078512 -4.509305 -0.2 -0.2 -0.1 0.142
H -0.794672 2.492330 -5.081806 0.1 -0.1 0.0 0.116
H 0.035946 1.282528 -2.402698 -0.2 0.1 -0.2 0.101
H -1.196904 2.527438 -2.724715 -0.1 -0.2 -0.1 0.139
C -4.673980 4.486268 -6.289647 -0.7 0.0 -0.9 -0.142
C -4.899443 4.039389 -4.881649 -1.0 -0.4 0.5 -0.139
O -3.587630 3.909098 -4.367563 0.8 0.4 -0.5 0.059
C -2.784025 4.715005 -5.121480 2.4 0.6 0.6 -0.515
O -1.623645 4.976789 -4.851903 -2.6 -0.7 -0.6 0.132
O -3.448450 5.190174 -6.215202 0.6 -0.1 0.8 0.065
H -5.473652 5.137561 -6.652939 0.3 0.0 0.0 0.137
H -4.557314 3.645680 -6.981661 0.0 0.1 0.1 0.136
H -5.439661 4.784370 -4.287962 0.1 -0.1 -0.1 0.137
H -5.433569 3.086772 -4.827897 0.2 0.1 0.1 0.139
C -5.240826 6.280864 5.466615 -0.1 -0.4 -1.1 -0.136
C -6.308470 6.719961 6.415468 -1.1 0.1 -0.2 -0.143
O -5.669144 6.657556 7.676216 1.0 0.0 0.1 0.064
C -4.327695 6.764825 7.446725 1.7 0.3 1.8 -0.511
O -3.489725 6.918200 8.319631 -1.8 -0.4 -2.0 0.132
O -4.046775 6.679106 6.113604 0.0 0.2 1.0 0.056
H -5.330185 6.760771 4.488175 0.2 -0.1 0.2 0.142
H -5.223495 5.194515 5.330136 0.0 0.1 0.0 0.140
H -6.631731 7.750324 6.233392 0.0 -0.1 0.0 0.135
H -7.182675 6.063593 6.390896 0.2 0.1 0.2 0.137
C 4.946303 -0.108701 -5.935910 -1.1 -0.4 -0.1 -0.140
C 5.681887 -0.066005 -4.635877 -0.5 -0.3 1.1 -0.133
O 7.038928 -0.003714 -5.031702 0.3 0.4 -1.1 0.070
C 7.060732 0.515647 -6.294020 2.0 0.6 -0.9 -0.518
O 8.073165 0.865042 -6.877616 -2.2 -0.7 1.2 0.122
O 5.802304 0.593819 -6.817203 1.0 0.2 0.1 0.058
H 3.968052 0.376265 -5.876979 0.2 0.0 -0.2 0.135
H 4.815620 -1.129808 -6.309200 0.0 0.1 0.1 0.137
H 5.443073 0.827543 -4.049501 0.0 -0.1 0.0 0.143
H 5.496673 -0.952870 -4.023646 0.2 0.2 0.0 0.123
C -5.029559 -4.473216 -6.351094 -0.1 -0.4 -1.1 -0.138
C -6.097202 -4.034119 -5.402240 -1.1 0.2 -0.2 -0.142
O -5.457875 -4.096524 -4.141493 0.9 0.0 0.0 0.070
C -4.116427 -3.989255 -4.370985 1.8 0.5 2.0 -0.491
O -3.278456 -3.835880 -3.498078 -2.1 -0.6 -2.1 0.146
O -3.835508 -4.074974 -5.704105 -0.1 0.1 0.9 0.049
H -5.118917 -3.993308 -7.329533 0.2 0.0 0.2 0.138
H -5.012227 -5.559565 -6.487572 0.0 0.1 0.0 0.136
H -6.420463 -3.003756 -5.584318 0.1 -0.1 0.0 0.136
H -6.971408 -4.690487 -5.426813 0.2 0.1 0.2 0.136

(2)
97
Properties=species:S:1:pos:R:3:forces:R:3:lowdin_charge:R:1 method="wB97M-V/def2-TZVPD" e_above_lowest_ev=0.857 molar_mass_g_mol=798.43 homo_energy_ev=-3.530 energy_ha=-2962.75068 orbital_gap_ev=5.6 total_charge=-1 max_force_ev_per_a=1.6
Sn -0.898239 -0.949935 -1.021512 -0.6 -0.6 -0.3 1.225
C 5.755861 1.735165 -2.365312 -0.2 -0.1 0.3 -0.043
C 5.426961 1.187765 -0.978212 0.5 0.3 0.0 -0.482
C 6.602661 0.397765 -0.408212 -0.4 0.2 0.0 -0.038
O 4.316261 0.312465 -1.067412 -0.5 0.0 0.0 -0.178
P 2.847761 0.614865 -0.451112 1.4 0.6 -0.4 0.474
O 2.102961 -0.623835 -0.522012 -0.5 -0.5 0.2 -0.284
C 2.244961 2.058165 -1.379412 -0.5 -0.5 0.9 -0.190
P 0.725461 2.737465 -0.602312 0.1 1.3 -0.9 0.474
O -0.344039 1.819865 -0.281712 -0.4 -0.5 0.3 -0.300
O 1.157361 3.607665 0.637588 0.0 -0.2 0.0 -0.159
C 1.951961 4.786165 0.543088 0.4 0.6 0.1 -0.463
C 1.045961 5.992565 0.755488 0.1 -0.3 -0.2 -0.037
C 3.051361 4.691165 1.593588 -0.2 -0.1 -0.3 -0.032
O 0.307161 3.870865 -1.693612 0.5 -0.2 0.9 -0.203
C -0.420439 3.390265 -2.827112 -0.4 -0.1 -0.7 -0.478
C -1.902939 3.676265 -2.644112 0.3 -0.2 0.2 -0.031
C 0.157561 4.058565 -4.070012 0.0 -0.2 0.4 -0.042
O 3.123961 1.286965 0.967988 -0.1 0.0 -0.7 -0.210
C 3.179461 0.407465 2.114588 0.2 -0.3 0.9 -0.432
C 1.840561 0.426465 2.819288 0.2 -0.1 -0.5 -0.029
C 4.314661 0.898165 3.007988 -0.2 -0.1 -0.4 -0.040
H 6.637661 2.370865 -2.318412 0.1 0.1 0.0 0.080
H 4.923761 2.314365 -2.758112 -0.1 0.1 -0.1 0.065
H 5.942861 0.906465 -3.044312 0.1 -0.1 -0.1 0.086
H 5.180361 2.015365 -0.297912 0.1 -0.1 0.0 0.129
H 6.832661 -0.435935 -1.067012 0.1 -0.1 -0.1 0.086
H 6.336661 -0.005635 0.565388 0.0 0.0 0.1 0.068
H 7.478361 1.035365 -0.305412 0.1 0.0 0.0 0.081
H 2.005461 1.720065 -2.386412 -0.1 0.0 -0.1 0.086
H 3.010061 2.831265 -1.425912 0.1 0.1 0.0 0.065
H 2.395261 4.848065 -0.459012 0.0 0.0 0.1 0.129
H 0.552961 5.909865 1.720288 0.0 0.0 0.1 0.088
H 0.284761 6.010165 -0.020012 -0.1 0.1 -0.1 0.074
H 1.623161 6.913565 0.720788 0.1 0.1 0.0 0.080
H 2.606461 4.699265 2.585188 0.0 0.0 0.1 0.088
H 3.739961 5.528365 1.500288 0.0 0.1 0.0 0.081
H 3.590961 3.755265 1.471788 0.1 0.0 0.0 0.060
H -0.291839 2.301865 -2.893612 0.0 0.0 -0.1 0.121
H -2.074839 4.745365 -2.535912 0.0 0.1 0.0 0.082
H -2.247439 3.164765 -1.749612 -0.1 0.0 0.1 0.068
H -2.460439 3.301365 -3.498812 -0.1 0.0 -0.1 0.087
H 0.031061 5.137065 -4.001312 0.0 0.1 0.0 0.080
H -0.351939 3.691365 -4.957212 0.0 0.0 -0.1 0.081
H 1.220261 3.840665 -4.156412 0.1 0.0 -0.1 0.071
H 3.393761 -0.606735 1.752088 0.0 0.1 0.1 0.139
H 1.612461 1.426465 3.179688 0.0 0.2 0.1 0.092
H 1.841761 -0.266935 3.655588 0.0 -0.1 0.1 0.091
H 1.052661 0.126165 2.131688 -0.1 0.0 0.1 0.052
H 4.092561 1.901865 3.363988 0.0 0.1 0.1 0.075
H 5.260561 0.920365 2.468088 0.1 0.0 0.0 0.060
H 4.410161 0.236465 3.864688 0.0 0.0 0.1 0.083
C -6.007339 -0.244235 -1.226312 -0.2 0.0 0.0 -0.128
C -5.494639 -1.451835 -1.666212 -0.2 -0.2 -0.1 -0.121
C -4.132339 -1.693435 -1.619812 0.3 -0.2 0.0 -0.150
C -3.225339 -0.762835 -1.115612 0.6 -0.1 0.3 -0.293
C -3.776239 0.450165 -0.696412 0.4 0.0 0.0 -0.184
C -5.133539 0.714565 -0.745312 -0.2 0.3 0.0 -0.128
H -7.073039 -0.047535 -1.271212 0.0 0.0 0.0 0.087
H -6.165939 -2.213035 -2.047112 0.0 0.0 0.0 0.089
H -3.759839 -2.638235 -1.990312 0.0 -0.2 0.0 0.070
H -3.108939 1.207765 -0.302912 0.1 0.2 0.1 0.073
H -5.519339 1.670065 -0.402012 0.0 0.0 0.0 0.094
C -5.222839 -5.249135 1.386988 0.1 0.1 0.0 -0.060
C -4.209239 -4.180635 1.690288 -0.1 -0.1 0.1 -0.280
C -4.605739 -2.868835 1.899688 0.1 0.0 0.1 -0.014
C -3.676539 -1.867735 2.146188 0.1 0.0 0.0 -0.207
C -4.123639 -0.469035 2.442988 -0.1 0.0 0.1 -0.031
C -2.323539 -2.189435 2.136988 0.0 0.0 -0.1 -0.069
C -1.904639 -3.505635 1.957988 -0.1 0.0 0.0 -0.213
C -0.447539 -3.842535 2.014288 0.1 0.0 0.0 -0.023
C -2.857339 -4.487135 1.737388 -0.1 0.0 0.2 -0.033
C -1.273939 -1.116135 2.292188 -0.2 -0.3 0.3 -0.632
O -1.010539 -0.666935 3.400488 -0.1 0.1 0.4 0.048
O -0.675039 -0.757335 1.223288 0.1 0.1 -1.2 -0.203
H -6.199339 -4.994635 1.797288 -0.1 0.0 0.0 0.069
H -4.911939 -6.209435 1.795588 0.0 -0.1 0.0 0.069
H -5.320239 -5.360935 0.306988 -0.1 -0.1 -0.1 0.074
H -5.657039 -2.611335 1.862888 -0.1 0.0 0.0 0.113
H -5.117739 -0.290035 2.037188 0.0 0.1 0.0 0.070
H -3.431839 0.254565 2.020288 0.0 0.1 0.0 0.073
H -4.152339 -0.307535 3.523888 0.0 0.0 0.0 0.088
H -0.028139 -3.549135 2.974888 0.1 0.0 0.2 0.088
H 0.095561 -3.298635 1.245788 0.1 0.0 0.0 0.064
H -0.281239 -4.906335 1.859788 0.0 -0.1 0.0 0.080
H -2.532439 -5.508035 1.581488 0.0 -0.1 0.0 0.112
F 0.478761 -7.268235 -1.713612 -0.1 0.3 0.1 0.007
C 0.118861 -5.953335 -1.544412 0.0 -0.1 -0.1 -0.289
C -1.208139 -5.641035 -1.333212 0.1 -0.4 -0.1 -0.037
C -1.559039 -4.309935 -1.168612 -0.1 0.3 0.0 -0.148
C -0.626439 -3.276535 -1.217412 -0.1 0.7 0.3 -0.302
C 0.701161 -3.658035 -1.433812 -0.1 0.4 0.0 -0.166
C 1.090161 -4.976535 -1.598212 0.1 -0.3 0.0 -0.039
H -1.946439 -6.432035 -1.292112 0.0 0.0 0.0 0.108
H -2.592939 -4.076435 -0.964312 -0.2 0.0 0.0 0.072
H 1.465561 -2.890735 -1.453212 0.1 0.1 0.0 0.065
H 2.124961 -5.245735 -1.764312 0.0 -0.1 0.0 0.106